w | Here is 2 unconnected molecules or ions with the total composition C6H14N2 from OMol25. Energies are from ωB97M-V with the def2-TZVPD basis set.

Structure (ORCA input):
```
! wB97M-V def2-TZVPD RIJCOSX def2/J DEFGRID3
* xyz 0 1
C 2.47 -0.55 -0.24
N 1.47 -1.13 0.15
C 0.59 -0.44 1.54
C 0.90 0.76 1.86
C -0.24 -1.57 2.01
H 2.67 0.59 0.37
H 3.02 -0.65 -1.17
H 1.93 1.12 1.20
H 0.57 1.43 2.63
H -0.81 -1.28 2.89
H -0.91 -1.87 1.21
H 0.38 -2.43 2.25
C -2.14 0.38 -0.99
C -0.93 0.19 -1.91
N 0.04 1.28 -1.88
H -2.82 -0.47 -1.06
H -2.70 1.28 -1.27
H -1.83 0.49 0.04
H -1.26 0.06 -2.94
H -0.40 -0.72 -1.62
H -0.40 2.15 -2.15
H 0.39 1.40 -0.94
*
```

Output
Structure (SMILES) = C=NC(=C)C.CCN

***

x | Here is 2 unconnected molecules or ions with the total composition C6H14N2 from OMol25. Energies are from ωB97M-V with the def2-TZVPD basis set.

Structure (ORCA input):
```
! wB97M-V def2-TZVPD RIJCOSX def2/J DEFGRID3
* xyz 0 1
C 2.01 0.88 1.15
C 1.87 -0.30 0.51
C 2.05 -0.49 -0.95
C -1.13 -1.81 -0.36
C -1.06 1.15 1.37
C -2.02 1.03 -0.75
N -0.58 -0.76 0.37
N -1.20 0.36 0.34
H 1.79 0.91 2.16
H 2.09 1.79 0.54
H 3.15 -0.43 -1.25
H 1.63 0.37 -1.54
H 1.69 -1.42 -1.29
H -2.22 -1.84 -0.38
H -0.72 -1.77 -1.39
H -0.70 -2.73 -0.03
H 1.86 -1.22 1.20
H -0.61 0.70 2.23
H -1.25 2.21 1.20
H -1.54 2.02 -1.16
H -2.02 0.28 -1.58
H -3.09 1.09 -0.39
*
```

***

Which structure is the most stable? The one labeled w.

***

w | Here is C6H14N2 in the gas phase from OMol25. Energies are from ωB97M-V with the def2-TZVPD basis set.

Structure (ORCA input):
```
! wB97M-V def2-TZVPD RIJCOSX def2/J DEFGRID3
* xyz 0 1
C 2.23 0.77 -2.02
C 0.82 0.41 -1.70
N -0.05 0.45 -2.86
C 0.11 1.13 -0.45
C 0.39 0.16 0.71
C -0.70 -0.13 1.69
C -1.10 -1.32 2.10
N -2.06 -1.59 3.08
H 2.92 0.18 -1.40
H 2.59 1.76 -1.75
H 2.51 0.57 -3.05
H 0.85 -0.71 -1.45
H 0.25 0.08 -3.76
H -0.12 1.51 -3.15
H -0.92 1.36 -0.70
H 0.67 2.05 -0.29
H 1.34 0.32 1.35
H 0.75 -0.81 0.36
H -1.05 0.85 2.07
H -0.74 -2.26 1.70
H -2.04 -2.47 3.58
H -2.74 -0.87 3.14
*
```

Output
Structure (SMILES) = C[C@H](N)CC/C=C/N

***

x | Here is C6H14N2 in the gas phase from OMol25. Energies are from ωB97M-V with the def2-TZVPD basis set.

Structure (ORCA input):
```
! wB97M-V def2-TZVPD RIJCOSX def2/J DEFGRID3
* xyz 0 1
C -2.37 2.57 0.19
C -1.79 1.40 -0.06
C -0.28 1.16 0.04
C 0.03 -0.15 0.73
N 0.08 0.08 2.18
C 1.39 -0.73 0.18
N 1.31 -1.01 -1.28
C 1.03 -2.39 -1.63
H -3.45 2.54 0.18
H -1.72 3.39 0.45
H -2.28 0.44 -0.28
H 0.28 1.27 -0.88
H 0.13 2.05 0.53
H -0.65 -0.99 0.55
H -0.03 1.06 2.35
H 0.81 -0.38 2.70
H 2.23 -0.02 0.23
H 1.72 -1.68 0.60
H 0.73 -0.31 -1.69
H 1.42 -3.04 -0.86
H 1.45 -2.61 -2.62
H -0.06 -2.64 -1.61
*
```

Output
Structure (SMILES) = C=CC[C@H](N)CNC

***

Which structure is the most stable? The one labeled x.

***

w | Here is 3 unconnected molecules or ions with the total composition C6H14N2 from OMol25. Energies are from ωB97M-V with the def2-TZVPD basis set.

Structure (ORCA input):
```
! wB97M-V def2-TZVPD RIJCOSX def2/J DEFGRID3
* xyz 0 1
C 0.12 -0.38 0.85
C -1.33 -0.34 -1.10
C 1.64 1.70 -1.31
C -1.45 -1.80 1.60
C -0.21 0.94 1.48
N -0.15 -0.77 -0.38
C 1.57 0.21 -1.19
N 2.34 -0.58 -1.79
H 0.99 -0.86 1.29
H 2.14 -1.57 -1.62
H -2.01 -1.19 -1.21
H -1.87 0.49 -0.64
H -1.03 -0.05 -2.12
H 2.35 2.00 -2.09
H 1.94 2.14 -0.36
H 0.66 2.10 -1.57
H -0.96 1.51 0.93
H -2.35 -1.20 1.65
H -1.51 -2.66 0.94
H -0.98 -2.00 2.56
H -0.58 0.78 2.50
H 0.70 1.54 1.58
*
```

***

x | Here is 2 unconnected molecules or ions with the total composition C6H14N2 from OMol25. Energies are from ωB97M-V with the def2-TZVPD basis set.

Structure (ORCA input):
```
! wB97M-V def2-TZVPD RIJCOSX def2/J DEFGRID3
* xyz 0 1
C 0.65 0.25 1.58
C 0.99 0.41 0.29
N 1.62 -0.61 -0.40
C 0.37 1.50 -0.59
C -0.95 1.04 -1.21
N 0.14 2.76 0.10
H 1.17 -0.51 2.16
H -0.55 0.02 1.61
H 2.11 -0.34 -1.25
H 2.17 -1.23 0.17
H 1.08 1.71 -1.40
H -1.34 1.81 -1.86
H -1.67 0.83 -0.42
H -0.80 0.14 -1.80
H 0.99 3.09 0.54
H -0.53 2.61 0.85
C -0.46 -2.47 -0.17
C -1.24 -1.84 0.74
H -0.57 -2.32 -1.23
H 0.31 -3.17 0.12
H -2.16 -1.39 0.42
H -1.31 -2.27 1.73
*
```

Output
Structure (SMILES) = C=C(N)[C@@H](C)N.C=C

***

Which structure is the most stable? The one labeled x.